8 unconnected molecules or ions with the total composition C10H36O8, computed with ωB97M-V/def2-TZVPD.

- total charge = 0
- total energy (Ha) = -1004.44732
- SMILES string = CCO.CCO.CCO.CCO.CCO.O.O.O
- strongest force on any atom (eV/Å) = 2.0
- relative energy (zero: lowest compared OMol25 entry of this formula, charge and spin) (kJ/mol) = 130.9

Positions of all 54 atoms, in Å:
C1 -2.1286 4.8621 -1.1611
C2 -1.4861 3.7222 -1.9782
O1 -2.2471 3.5266 -3.1283
H1 -1.5268 5.0984 -0.2835
H2 -3.0907 4.5014 -0.7975
H3 -2.2833 5.7578 -1.7627
H4 -1.5999 2.7933 -1.4195
H5 -0.4273 3.9305 -2.1319
H6 -1.9034 2.7024 -3.4806
C3 2.4214 -1.5742 -0.1588
C4 2.5008 -3.0593 0.1125
O2 1.5659 -3.3410 1.1473
H7 1.4012 -1.2629 -0.3834
H8 2.9624 -1.1511 -1.0051
H9 2.6680 -0.9816 0.7222
H10 3.4908 -3.3086 0.4942
H11 2.1350 -3.5726 -0.7768
H12 0.8182 -3.7177 0.6776
C5 -0.6117 -1.3611 4.7283
C6 -1.1075 -1.1234 3.3563
O3 -0.0026 -1.0142 2.5039
H13 -0.0275 -2.2773 4.6422
H14 -1.4545 -1.4762 5.4098
H15 0.0408 -0.5602 5.0760
H16 -1.6401 -0.1790 3.2453
H17 -1.8084 -1.8686 2.9801
H18 0.2302 -1.8950 2.2013
C7 -1.8957 -2.7118 -1.1861
C8 -1.8050 -3.7145 -0.0670
O4 -0.4731 -4.0892 -0.0377
H19 -2.9414 -2.4321 -1.3141
H20 -1.5138 -3.0592 -2.1461
H21 -1.3734 -1.7720 -1.0070
H22 -2.3066 -4.6762 -0.1747
H23 -2.0822 -3.3477 0.9213
H24 -0.3612 -4.5911 -0.8484
C9 1.5987 2.0515 -4.0085
C10 1.3671 1.5497 -2.5587
O5 0.4188 0.5231 -2.5393
H25 2.1126 1.2664 -4.5630
H26 2.1404 2.9953 -4.0706
H27 0.6417 2.3037 -4.4652
H28 0.9755 2.2745 -1.8450
H29 2.3008 1.1915 -2.1251
H30 0.2664 0.3408 -1.6092
O6 -0.1777 3.1935 1.2218
H31 -0.8180 3.3240 1.9213
H32 0.3616 3.9842 1.2397
O7 2.5438 0.3245 2.9716
H33 1.7787 -0.1609 2.6629
H34 3.0981 -0.3380 3.3839
O8 -0.3546 0.6954 0.1100
H35 -0.2864 1.5806 0.4679
H36 -0.1044 0.1233 0.8355

3 unconnected molecules or ions with the total composition C3H10O3, computed with ωB97M-V/def2-TZVPD.

- total charge = 0
- total energy (Ha) = -345.99007
- SMILES string = C=C(C)O.O.O
- strongest force on any atom (eV/Å) = 1.5
- relative energy (zero: lowest compared OMol25 entry of this formula, charge and spin) (kJ/mol) = 64.0

Positions of all 16 atoms, in Å:
C1 1.1231 -0.9032 -0.6034
C2 0.1804 -0.1342 -1.1194
O1 -0.7338 0.4429 -0.2258
C3 -0.0853 0.1659 -2.5723
H1 1.9250 -1.3816 -1.1478
H2 1.1633 -1.0835 0.4666
H3 -0.9995 1.3259 -0.5116
H4 0.7872 0.6970 -2.9768
H5 -0.1618 -0.7910 -3.0824
H6 -0.9300 0.8223 -2.6979
H7 -1.9224 -1.3875 2.2224
H8 -0.8462 -0.6152 1.4123
O2 -1.2204 -0.7385 2.2955
H9 1.2324 0.8787 3.1362
H10 -0.1104 1.1287 2.4617
O3 0.5984 1.5733 2.9428